DFT (ωB97M-V/def2-TZVPD) results for a cluster of 2 separate species, C4H7NO in total.

```
! RIJCOSX wB97M-V def2-TZVPD def2/J DEFGRID3
* xyz 0 1
H 0.8310 2.2268 0.6845
N 0.8087 1.3884 0.1019
C 1.2838 0.3927 0.7336
C 1.3665 -0.9666 0.1115
H 1.6568 0.4708 1.7648
H 2.4081 -1.3076 0.0805
H 0.9647 -0.9382 -0.9048
H 0.7999 -1.6934 0.7049
C -2.0412 0.4523 -1.0660
C -2.0219 -0.4305 -0.0970
O -1.9850 -1.2165 0.7698
H -1.1528 1.0637 -1.1940
H -2.9187 0.5583 -1.6895
*
```

HOMO-LUMO gap = 10.03 eV
strongest force on any atom = 1.0 eV Å⁻¹
highest occupied orbital energy = -9.05 eV
SMILES = [H]/N=C/C.C=C=O
LUMO level = 0.98 eV

DFT (ωB97M-V/def2-TZVPD) results for an isolated molecule of C8H9IS2.

```
! RIJCOSX wB97M-V def2-TZVPD def2/J DEFGRID3
* xyz 0 1
C 3.7763 -0.8020 -0.7234
C 2.3113 -0.7706 -0.5330
C 1.6599 -0.0630 0.4204
C 0.2763 -0.0341 0.1853
C -0.0791 -0.6348 -0.9249
S 1.2024 -1.2834 -1.8810
S -1.7436 -0.7359 -1.2354
C -2.0579 0.5783 0.0155
C -3.5674 0.6515 0.4869
I -1.6311 2.6034 -0.8133
C -0.9992 0.2988 1.0335
H 4.2139 -0.7438 0.2894
H 3.9448 -1.7165 -1.2717
H 4.1950 -0.1201 -1.4591
H 2.2331 0.4009 1.2473
H -4.3270 0.7498 -0.3191
H -3.4591 1.4554 1.2434
H -3.9979 -0.3112 0.9537
H -1.3031 -0.6767 1.5900
H -0.6474 1.1540 1.6955
*
```

HOMO-LUMO gap = 8.16 eV
strongest force on any atom = 3.2 eV Å⁻¹
highest occupied orbital energy = -7.86 eV
SMILES = Cc1cc2c(s1)S[C@](C)(I)C2
LUMO level = 0.29 eV

DFT (ωB97M-V/def2-TZVPD) results for an isolated molecule of C7H8N2O2.

```
! RIJCOSX wB97M-V def2-TZVPD def2/J DEFGRID3
* xyz 0 1
C 0.4167 -1.1560 2.1995
C 0.4346 -0.5160 0.8746
C 1.2828 0.5398 0.6660
C 1.1781 1.2627 -0.4255
C 0.0793 1.1757 -1.3622
N 0.0291 1.9867 -2.4655
C -0.8885 0.1900 -1.1488
C -0.6624 -0.7329 0.0129
N -1.6156 -1.7936 0.1967
O -1.5102 -2.5073 1.2469
O -2.4277 -1.8932 -0.7027
H 1.4811 -0.9299 2.5977
H -0.4421 -0.9408 3.0421
H 0.1578 -2.4464 2.0844
H 1.9443 0.6073 1.4356
H 2.0736 1.9056 -0.6475
H -0.8633 2.4596 -2.9730
H 1.0684 2.5470 -2.7540
H -1.7359 0.2420 -1.8770
*
```

HOMO-LUMO gap = 7.63 eV
strongest force on any atom = 6.1 eV Å⁻¹
highest occupied orbital energy = -8.24 eV
SMILES = Cc1ccc(N)cc1[N+](=O)[O-]
LUMO level = -0.61 eV

DFT (ωB97M-V/def2-TZVPD) results for a cluster of 4 separate species, C15H37BO6 in total.

```
! RIJCOSX wB97M-V def2-TZVPD def2/J DEFGRID3
* xyz 0 1
C 0.8458 -0.3291 0.0162
O 0.3568 0.5472 -1.0605
C -0.9383 1.1652 -0.7360
O -1.0220 2.5167 -0.8632
B -2.3158 0.3870 -0.2875
C -2.6476 -1.2222 -0.6163
O -3.3417 1.1821 0.4289
H 0.3207 -0.1716 1.0552
H 2.0021 -0.0774 0.1715
H 0.7722 -1.4476 -0.3830
H -2.7771 -1.7529 0.4269
H -1.6698 -1.6315 -1.1630
H -3.5796 -1.3342 -1.3184
H -3.1739 1.2037 1.4189
C -6.8135 -0.3616 4.5057
C -5.7411 -0.3139 3.4318
O -6.0120 -1.1562 2.3154
C -7.2035 -0.8793 1.5868
C -7.2365 0.5139 0.9765
H -6.9808 -1.3918 4.8384
H -6.5160 0.2411 5.3700
H -7.7663 0.0244 4.1424
H -4.7971 -0.6664 3.8643
H -5.5609 0.7130 3.0979
H -8.0826 -1.0545 2.2142
H -7.2537 -1.6150 0.7752
H -7.2341 1.2901 1.7476
H -8.1379 0.6455 0.3703
H -6.3577 0.6775 0.3458
C 3.9304 2.4711 -4.8615
C 3.2665 1.4749 -5.7955
O 2.9505 0.2322 -5.1751
C 2.0492 0.2845 -4.0741
C 0.6800 0.8431 -4.4314
H 4.8261 2.0349 -4.4059
H 4.2208 3.3737 -5.4091
H 3.2644 2.7719 -4.0524
H 3.9606 1.2457 -6.6130
H 2.3741 1.9042 -6.2622
H 2.4955 0.8392 -3.2431
H 1.9226 -0.7464 -3.7225
H 0.7430 1.8887 -4.7472
H 0.0085 0.7926 -3.5690
H 0.2390 0.2784 -5.2581
C 5.9941 0.7389 2.0017
C 4.6766 0.0162 2.2197
O 4.5596 -1.1952 1.4795
C 5.5249 -2.2041 1.7583
C 5.5065 -2.6851 3.2016
H 6.1589 0.9274 0.9352
H 5.9964 1.6975 2.5307
H 6.8399 0.1552 2.3660
H 3.8610 0.6664 1.8811
H 4.4987 -0.1700 3.2837
H 6.5243 -1.8645 1.4699
H 5.2889 -3.0535 1.1063
H 5.7805 -1.8844 3.8950
H 6.2151 -3.5070 3.3406
H 4.5055 -3.0287 3.4787
*
```

HOMO-LUMO gap = 8.58 eV
strongest force on any atom = 8.6 eV Å⁻¹
highest occupied orbital energy = -9.40 eV
SMILES = COC(=O)B(C)O.CCOCC.CCOCC.CCOCC
LUMO level = -0.82 eV

DFT (ωB97M-V/def2-TZVPD) results for a structure of composition C38H47I2N2OTa.

```
! RIJCOSX wB97M-V def2-TZVPD def2/J DEFGRID3
* xyz 4 1
Ta -0.1918 -0.2398 0.0276
C 2.1497 -0.0944 -0.7116
C 2.2520 -0.6387 0.6181
C 1.6165 0.3440 1.4963
C 1.2584 1.4622 0.6494
C 1.7184 1.2561 -0.6796
C 2.0405 2.2822 -1.7379
C 1.3107 3.6147 -1.5821
C 1.8982 1.7328 -3.1549
C 3.5500 2.5327 -1.4432
C 1.6152 0.5489 3.0221
C 2.8383 1.4488 3.2995
C 1.6955 -0.7132 3.8685
C 0.3648 1.3046 3.4733
C 3.1964 -1.8278 0.8705
C 2.6541 -3.0174 1.6715
C 4.4190 -1.2078 1.5918
C 3.7205 -2.3875 -0.4611
H 2.5440 -0.5747 -1.5910
H 0.8681 2.3975 1.0270
H 0.2900 3.5826 -1.9580
H 1.8333 4.3686 -2.1700
H 1.3090 3.9704 -0.5498
H 0.8602 1.5002 -3.4122
H 2.5121 0.8464 -3.3201
H 2.2426 2.4881 -3.8610
H 3.7062 2.9460 -0.4456
H 3.9195 3.2590 -2.1674
H 4.1404 1.6220 -1.5492
H 3.7703 1.0066 2.9545
H 2.9232 1.6088 4.3750
H 2.7284 2.4279 2.8305
H 2.6227 -1.2618 3.7425
H 0.8538 -1.3717 3.6575
H 1.6295 -0.4361 4.9202
H 0.2426 2.2669 2.9747
H 0.4474 1.5209 4.5384
H -0.5372 0.7015 3.3432
H 2.0367 -2.7299 2.5149
H 3.5020 -3.5788 2.0642
H 2.0961 -3.7064 1.0351
H 4.2207 -0.9685 2.6320
H 4.7806 -0.3108 1.0857
H 5.2255 -1.9410 1.5706
H 2.9232 -2.7665 -1.1056
H 4.3759 -3.2304 -0.2445
H 4.3113 -1.6607 -1.0187
C 0.2431 -3.2554 -3.3364
C 0.3429 -2.5920 -2.1167
N -0.2318 -1.4013 -1.8897
C -0.8914 -0.8040 -2.9301
C -1.0496 -1.4079 -4.1791
C -0.4617 -2.6742 -4.3656
C -1.7813 -0.7129 -5.2025
C -2.3097 0.5092 -4.9676
C -2.1301 1.1552 -3.6967
C -2.6429 2.4307 -3.3863
C -2.4070 2.9740 -2.1445
C -1.6379 2.2663 -1.2218
N -1.1405 1.0553 -1.4823
C -1.4057 0.5005 -2.6991
H 0.7256 -4.2159 -3.4545
H 0.9146 -3.0280 -1.3093
H -0.5541 -3.1727 -5.3237
H -1.9003 -1.1920 -6.1659
H -2.8662 1.0286 -5.7372
H -3.2172 2.9751 -4.1269
H -2.7817 3.9533 -1.8798
H -1.4086 2.6945 -0.2547
I -0.8497 -2.9411 0.9857
C -1.1092 -3.2499 3.1519
I -2.2842 -1.8687 4.1705
H -0.0952 -3.2980 3.5271
H -1.5894 -4.2245 3.1246
C -2.8433 1.9409 2.3476
C -2.9068 0.7116 1.5221
O -1.7553 0.3048 0.9950
C -4.0671 -0.0269 1.2743
C -4.1057 -1.1290 0.3748
C -5.2655 -1.8326 0.1962
C -6.4162 -1.4678 0.9139
C -6.4126 -0.3909 1.7998
C -5.2577 0.3329 1.9741
H -1.9127 2.4722 2.1889
H -2.9025 1.6755 3.4090
H -3.6881 2.5941 2.1296
H -3.2243 -1.4069 -0.1882
H -5.3081 -2.6647 -0.4927
H -7.3298 -2.0328 0.7716
H -7.3120 -0.1266 2.3390
H -5.2578 1.1653 2.6644
*
```

HOMO-LUMO gap = 6.17 eV
strongest force on any atom = 0.5 eV Å⁻¹
highest occupied orbital energy = -19.84 eV
LUMO level = -13.67 eV